104
Properties=species:S:1:pos:R:3:forces:R:3:lowdin_charge:R:1 method="wB97M-V/def2-TZVPD" homo_energy_ev="-12.7 / -12.7" total_charge=+2 gap_ev="4.1 / 4.1" e_tot_ha=-7250.1216
Tl -0.2088 0.2794 -0.1285 -0.7 0.3 0.1 0.845
C -1.4871 3.7925 3.4623 -0.9 -0.2 0.7 -0.030
C -2.7502 3.3783 3.9250 0.5 -0.3 -0.3 -0.028
C -3.4191 2.3935 3.2383 0.3 -0.9 -1.2 -0.004
C -2.8878 1.8945 2.0000 0.2 2.0 1.6 -0.230
N -1.6825 2.3035 1.5852 -0.2 -0.8 -0.3 0.072
C -1.0052 3.1940 2.3200 0.9 -0.2 -0.4 -0.140
C -3.7457 1.0477 1.1840 -0.3 -1.3 -0.6 -0.204
C -5.1458 1.1096 1.3906 1.9 0.3 -0.3 0.003
C -5.9223 0.1497 0.8152 -1.0 -0.4 -0.7 -0.021
C -5.3628 -0.7582 -0.0752 0.2 0.4 1.0 0.019
C -3.9665 -0.7472 -0.2221 -0.7 -0.4 -1.2 -0.216
N -3.1574 0.1460 0.3583 -0.6 0.1 0.7 0.133
C -3.4234 -1.7691 -1.1697 1.9 -0.9 -1.4 -0.194
C -4.2585 -2.6288 -1.9412 0.5 0.5 1.2 0.004
C -3.7079 -3.5101 -2.8569 0.5 -0.3 0.4 -0.022
C -2.3100 -3.5656 -3.0028 -1.1 0.1 -0.2 -0.030
C -1.5528 -2.7653 -2.1769 -0.3 0.7 0.3 -0.152
N -2.0603 -1.8630 -1.3186 -1.1 0.2 0.3 0.073
H -0.9046 4.4854 4.0586 0.0 0.1 -0.3 0.118
H -3.2145 3.7423 4.8256 0.3 0.3 0.2 0.119
H -4.3137 1.9229 3.6407 0.1 0.4 -0.1 0.118
H 0.0102 3.4001 1.9527 -0.5 0.1 0.2 0.115
H -5.5403 1.9645 1.9023 -0.3 -0.1 0.4 0.118
H -6.9907 0.1350 1.0182 0.1 0.0 -0.2 0.130
H -6.0209 -1.4440 -0.6004 0.3 0.2 0.3 0.109
H -5.3160 -2.6422 -1.7006 0.2 -0.2 -0.5 0.099
H -4.3428 -4.2396 -3.3606 0.1 0.4 -0.1 0.125
H -1.8619 -4.1818 -3.7777 0.0 -0.1 0.4 0.120
H -0.4779 -2.8162 -2.2079 0.3 0.0 0.0 0.086
C 4.3881 2.4904 -2.5818 -1.0 -0.8 0.2 -0.121
Si 2.7738 2.3029 -1.5228 0.9 2.6 1.2 0.435
C 1.8919 3.9838 -1.7438 -1.1 -0.9 -0.1 -0.172
C 3.1475 2.4270 0.3237 0.4 -0.7 0.0 -0.175
C 1.9166 0.7140 -1.9963 -0.3 -0.1 0.1 -0.384
Si 2.8651 -0.8881 -1.7849 1.9 -2.5 1.0 0.460
C 3.4196 -1.7925 -3.3928 -1.0 1.2 0.0 -0.140
C 4.4794 -0.7260 -0.7426 -0.3 1.7 -1.1 -0.159
C 2.0280 -2.3274 -0.8350 -0.5 1.0 0.2 -0.165
Si 0.8814 1.0155 -3.4810 -2.2 0.0 -2.7 0.464
C 1.8100 1.8483 -4.9306 0.7 1.0 1.2 -0.129
C 0.0179 -0.4369 -4.3397 -0.3 -0.3 0.4 -0.148
C -0.6283 2.1733 -3.2542 0.7 -0.4 1.6 -0.338
C -1.3410 2.5528 -4.3777 0.1 0.4 -0.9 -0.068
C -2.4214 3.4076 -4.2273 -1.1 0.3 -0.2 -0.026
C -2.8345 3.7574 -2.9292 0.1 0.2 -0.8 -0.042
C -2.0471 3.3571 -1.8874 0.8 -1.0 1.3 -0.137
N -0.9604 2.5522 -2.0038 -0.7 0.3 -0.8 0.011
H 4.1664 3.1844 -3.3836 -0.1 0.0 -0.3 0.034
H 4.7014 1.5264 -2.9877 0.3 0.2 -0.1 0.025
H 5.1689 2.9407 -1.9731 0.0 -0.2 0.2 0.051
H 2.6593 4.7438 -1.6284 0.2 0.1 -0.1 0.047
H 1.1252 4.1511 -0.9528 0.5 -0.2 -0.5 0.040
H 1.3945 4.1050 -2.7155 0.2 0.2 0.2 0.025
H 2.6683 1.6754 0.9557 -0.1 0.0 0.0 -0.027
H 4.2157 2.3477 0.5132 0.2 -0.1 0.0 0.041
H 2.8625 3.4105 0.6759 -0.2 0.2 0.0 0.035
H 3.6931 -1.1210 -4.2063 0.0 0.0 -0.1 0.034
H 2.6056 -2.4332 -3.7311 0.0 0.0 -0.1 0.026
H 4.2754 -2.4088 -3.1719 0.3 -0.2 0.3 0.044
H 5.2414 -0.1302 -1.2861 -0.3 -0.2 0.3 0.044
H 4.9341 -1.6795 -0.5640 0.0 -0.7 0.0 0.035
H 4.3236 -0.2337 0.2137 -0.1 0.0 0.2 0.008
H 1.7313 -3.1080 -1.5189 0.0 -0.3 -0.1 0.026
H 1.1671 -2.1000 -0.1937 0.0 0.0 -0.1 -0.035
H 2.8026 -2.6732 -0.1531 0.0 -0.3 -0.1 0.040
H 2.7999 1.4625 -5.0925 0.5 -0.4 -0.2 0.030
H 1.9516 2.9328 -4.7582 -0.2 -0.5 0.0 0.051
H 1.2468 1.7410 -5.8439 -0.4 -0.2 -0.2 0.039
H 0.5365 -1.3785 -4.2518 0.4 -0.4 -0.1 0.013
H -0.0965 -0.2204 -5.4018 0.3 0.1 -0.1 0.046
H -1.0114 -0.6465 -4.0241 0.2 0.3 0.4 0.036
H -1.0057 2.2095 -5.3729 -0.3 0.3 0.6 0.118
H -2.9935 3.7989 -5.0964 0.5 -0.5 0.7 0.133
H -3.7304 4.3333 -2.7028 0.3 0.0 -0.4 0.119
H -2.2700 3.6338 -0.8585 -0.1 0.0 -0.2 0.102
C 1.0588 0.4452 4.9348 0.6 0.3 -0.1 -0.292
As 1.7895 -0.1989 3.2096 0.4 -0.1 -0.4 1.097
C 3.7246 0.1749 3.4422 -0.4 0.4 0.3 -0.317
C 1.7670 -2.1714 3.4207 -0.4 0.2 -0.5 -0.437
C 2.9077 -2.9018 3.7442 0.0 0.2 0.7 -0.108
C 2.8382 -4.2564 4.0830 -0.1 0.2 -0.6 -0.063
C 1.6176 -4.9237 4.0043 0.1 -0.3 0.4 -0.060
C 0.4965 -4.1953 3.6172 -0.9 0.1 -0.7 -0.116
C 0.5358 -2.8522 3.2341 1.2 0.7 0.2 -0.436
As -0.9685 -1.8738 2.3718 -0.8 -2.0 0.7 1.112
C -2.0065 -3.5368 1.7733 0.1 1.4 0.2 -0.260
C -2.0141 -1.5388 4.0543 0.9 0.9 -0.2 -0.273
H 1.8827 0.9939 5.4262 -0.5 -0.2 -0.1 0.032
H 0.7723 -0.3866 5.5743 -0.2 0.1 0.0 0.029
H 0.2273 1.1390 4.7307 0.3 -0.4 0.2 0.001
H 4.0796 -0.0841 4.4453 -0.1 -0.2 -0.3 0.038
H 3.9169 1.2546 3.3235 -0.2 -0.4 -0.1 0.028
H 4.2512 -0.3743 2.6643 0.2 0.0 0.1 0.007
H 3.8613 -2.3822 3.8172 -0.1 -0.2 0.1 0.088
H 3.7491 -4.7609 4.3754 -0.1 -0.1 0.0 0.111
H 1.5357 -6.0077 4.2551 0.0 1.1 -0.2 0.129
H -0.4822 -4.6545 3.5457 0.2 -0.5 0.1 0.089
H -1.2890 -4.1915 1.3022 0.0 -0.3 -0.2 0.020
H -2.7614 -3.1982 1.0577 0.2 -0.2 0.1 -0.006
H -2.5155 -4.0177 2.6153 0.3 0.1 -0.1 0.036
H -1.6915 -2.2592 4.8202 -0.2 0.2 -0.4 0.040
H -3.0817 -1.6133 3.8625 0.0 0.1 0.0 0.022
H -1.7245 -0.5111 4.3749 -0.5 -0.7 0.0 0.007